# 1
C32H94F4N10O19PbS4 as an isolated structure in a non-equilibrium geometry. Source: the OMol25 dataset; level of theory: wB97M-V/def2-TZVPD.

The geometry in XYZ format:
```
164
C32H94F4N10O19PbS4, DFT wB97M-V/def2-TZVPD
Pb -11.434 -14.746 -12.914
N -12.288 -16.495 -11.464
S -13.045 -17.826 -11.361
O -14.419 -17.755 -10.944
O -12.290 -19.002 -11.021
F -13.228 -17.951 -12.970
S -12.176 -16.415 -9.823
O -11.234 -17.269 -9.083
O -13.315 -15.928 -9.063
F -11.358 -15.044 -9.895
N -11.742 -12.705 -11.696
S -11.034 -11.503 -11.230
O -10.170 -11.836 -10.099
O -11.503 -10.089 -11.371
F -10.049 -11.641 -12.446
S -13.114 -12.384 -10.738
O -14.024 -11.397 -11.321
O -13.014 -12.376 -9.273
F -13.815 -13.832 -11.084
O -9.569 -13.600 -8.062
H -10.019 -13.370 -8.874
H -10.171 -13.330 -7.369
O -9.143 -15.037 -11.913
H -8.623 -14.385 -12.383
H -8.505 -15.516 -11.384
O -12.703 -18.340 -15.963
H -12.286 -18.942 -16.579
H -13.008 -18.900 -15.249
C -12.330 -22.383 -7.600
C -12.488 -21.836 -9.060
C -13.899 -21.239 -9.360
O -14.225 -20.151 -8.474
C -15.551 -19.637 -8.678
N -11.400 -20.882 -9.127
H -12.990 -23.238 -7.457
H -12.502 -21.588 -6.874
H -11.332 -22.813 -7.512
H -12.277 -22.634 -9.771
H -14.545 -22.078 -9.105
H -14.033 -20.960 -10.406
H -15.652 -19.538 -9.759
H -15.651 -18.731 -8.081
H -16.258 -20.382 -8.314
H -11.701 -20.208 -8.437
H -11.408 -20.315 -9.963
C -15.375 -13.877 -7.832
C -16.264 -14.741 -7.019
C -17.763 -14.401 -7.177
O -18.026 -13.166 -6.507
C -19.318 -12.715 -6.749
N -15.999 -16.122 -7.240
H -15.549 -14.133 -8.877
H -14.329 -14.111 -7.631
H -15.565 -12.822 -7.636
H -15.992 -14.595 -5.973
H -18.359 -15.151 -6.657
H -18.036 -14.436 -8.231
H -19.411 -12.460 -7.804
H -19.383 -11.785 -6.183
H -20.121 -13.413 -6.513
H -16.542 -16.392 -8.048
H -15.016 -16.230 -7.445
C -10.420 -19.289 -2.106
C -10.117 -18.921 -3.556
C -10.968 -17.745 -4.085
O -12.016 -18.189 -4.883
C -11.661 -18.681 -6.219
N -8.711 -18.613 -3.437
H -10.216 -18.462 -1.426
H -9.804 -20.136 -1.804
H -11.478 -19.472 -1.918
H -10.250 -19.822 -4.154
H -10.338 -17.079 -4.674
H -11.268 -17.141 -3.228
H -11.061 -19.590 -6.189
H -11.161 -17.876 -6.758
H -12.501 -18.943 -6.863
H -8.314 -18.391 -4.339
H -8.480 -17.829 -2.843
C -14.610 -15.464 -16.584
C -13.372 -14.931 -15.852
C -13.608 -13.451 -15.469
O -12.426 -12.830 -14.854
C -12.713 -11.469 -14.543
N -13.199 -15.745 -14.618
H -14.388 -16.455 -16.980
H -14.915 -14.797 -17.390
H -15.503 -15.562 -15.968
H -12.487 -14.874 -16.486
H -14.507 -13.413 -14.854
H -13.683 -12.840 -16.369
H -11.887 -10.858 -14.181
H -13.507 -11.408 -13.799
H -13.126 -10.926 -15.394
H -14.067 -15.986 -14.162
H -12.933 -16.629 -15.028
C -6.846 -18.749 -7.319
C -8.202 -18.106 -7.291
C -8.259 -16.579 -6.981
O -7.837 -16.397 -5.632
C -7.537 -15.049 -5.341
N -8.745 -18.311 -8.654
H -6.206 -18.354 -8.108
H -7.078 -19.801 -7.487
H -6.318 -18.688 -6.368
H -8.866 -18.665 -6.631
H -9.232 -16.103 -7.110
H -7.541 -16.089 -7.638
H -7.020 -14.963 -4.386
H -8.388 -14.368 -5.332
H -6.827 -14.707 -6.095
H -9.684 -17.960 -8.772
H -8.845 -19.314 -8.599
C -18.320 -14.498 -11.577
C -17.363 -15.648 -11.828
C -16.474 -15.454 -13.162
O -15.704 -16.539 -13.600
C -16.311 -17.747 -13.795
N -16.462 -15.812 -10.754
H -19.271 -14.519 -12.108
H -17.823 -13.580 -11.889
H -18.542 -14.346 -10.520
H -17.887 -16.600 -11.903
H -15.834 -14.576 -13.072
H -17.177 -15.196 -13.954
H -17.174 -17.581 -14.440
H -16.687 -18.151 -12.854
H -15.668 -18.446 -14.329
H -15.984 -16.701 -10.734
H -15.664 -15.196 -10.824
C -8.595 -14.760 -16.784
C -9.576 -15.166 -15.667
C -9.191 -16.413 -14.798
O -10.251 -16.799 -13.959
C -9.753 -17.909 -13.192
N -9.777 -14.099 -14.715
H -8.729 -15.222 -17.762
H -7.562 -14.953 -16.494
H -8.681 -13.707 -17.051
H -10.506 -15.277 -16.225
H -8.277 -16.288 -14.218
H -8.984 -17.234 -15.484
H -8.831 -17.649 -12.671
H -9.553 -18.764 -13.838
H -10.451 -18.250 -12.428
H -10.106 -13.257 -15.167
H -8.817 -13.978 -14.426
C -12.915 -21.896 -13.171
C -14.185 -21.787 -13.986
C -15.297 -21.134 -13.063
O -15.786 -22.135 -12.175
C -17.052 -21.876 -11.689
N -13.889 -20.961 -15.197
H -12.043 -22.335 -13.656
H -13.090 -22.452 -12.250
H -12.594 -20.939 -12.760
H -14.488 -22.773 -14.340
H -16.152 -20.824 -13.664
H -14.920 -20.257 -12.537
H -17.008 -20.974 -11.078
H -17.361 -22.651 -10.987
H -17.812 -21.686 -12.448
H -13.199 -21.344 -15.826
H -14.653 -20.964 -15.857
```

## Properties
Energy, eV: -147961.6022
Maximum force, eV Å⁻¹: 11.6
Charge: 0
Gap between HOMO and LUMO, eV: 6.903

Here are the Mulliken charges for atoms 1 to 2, given in e: number 1, Pb, carries 2.994; number 2, N, carries 0.619

# 2
A 11-piece molecular cluster, C32H94N8O11 overall in a non-equilibrium geometry. Source: the OMol25 dataset; level of theory: wB97M-V/def2-TZVPD.

The geometry in XYZ format:
```
145
C32H94N8O11, DFT wB97M-V/def2-TZVPD
C 0.317 6.484 -2.929
C 0.044 5.424 -4.002
C -0.584 5.987 -5.352
O -1.949 5.469 -5.514
C -2.461 5.999 -6.747
N 1.205 4.572 -4.156
H -0.531 6.994 -2.474
H 0.948 7.295 -3.294
H 0.978 5.989 -2.217
H -0.757 4.813 -3.587
H 0.051 5.680 -6.183
H -0.409 7.058 -5.453
H -2.659 7.068 -6.822
H -3.444 5.552 -6.888
H -1.883 5.704 -7.623
H 0.913 3.607 -4.223
H 1.668 4.599 -3.259
C -1.710 -0.687 10.018
C -1.233 0.411 9.054
C 0.042 0.087 8.202
O 1.077 -0.310 9.090
C 1.758 -1.482 8.692
N -2.379 0.830 8.275
H -1.811 -1.675 9.569
H -2.616 -0.565 10.612
H -0.974 -0.701 10.822
H -1.044 1.351 9.571
H 0.281 0.839 7.450
H -0.123 -0.797 7.586
H 2.545 -1.552 9.443
H 2.105 -1.464 7.658
H 1.023 -2.279 8.800
H -3.055 1.250 8.898
H -2.158 1.481 7.535
C -8.410 -2.952 -3.470
C -7.331 -3.942 -3.067
C -6.003 -3.203 -3.359
O -4.789 -3.962 -3.370
C -4.635 -4.769 -4.563
N -7.638 -4.233 -1.653
H -8.494 -2.071 -2.834
H -9.382 -3.414 -3.298
H -8.322 -2.619 -4.505
H -7.521 -4.794 -3.720
H -5.828 -2.371 -2.677
H -6.121 -2.664 -4.299
H -3.578 -5.025 -4.491
H -4.731 -4.248 -5.516
H -5.169 -5.709 -4.424
H -7.792 -3.355 -1.178
H -6.714 -4.508 -1.349
C 6.231 -8.651 -6.260
C 7.045 -8.669 -4.948
C 8.222 -9.593 -4.758
O 7.725 -10.978 -4.545
C 8.770 -11.615 -3.778
N 7.464 -7.342 -4.691
H 6.756 -8.155 -7.076
H 5.407 -7.952 -6.115
H 5.903 -9.659 -6.510
H 6.320 -8.982 -4.196
H 8.985 -9.145 -4.121
H 8.695 -9.613 -5.740
H 8.666 -11.251 -2.755
H 9.796 -11.504 -4.130
H 8.458 -12.656 -3.705
H 8.356 -7.319 -5.165
H 6.993 -6.677 -5.287
C -9.158 7.877 -4.456
C -8.591 9.124 -3.916
C -7.493 8.890 -2.832
O -7.842 8.075 -1.718
C -6.801 7.827 -0.753
N -7.899 9.873 -4.990
H -10.076 7.962 -5.037
H -9.380 7.230 -3.608
H -8.470 7.282 -5.057
H -9.304 9.784 -3.422
H -7.109 9.823 -2.418
H -6.619 8.402 -3.263
H -6.973 8.627 -0.033
H -5.844 7.820 -1.273
H -6.866 6.873 -0.229
H -7.140 9.367 -5.424
H -8.572 10.014 -5.729
C -3.425 11.581 6.384
C -4.171 10.451 7.065
C -3.265 9.217 7.269
O -2.855 8.625 6.067
C -1.618 7.929 6.256
N -4.751 10.932 8.337
H -2.524 11.752 6.973
H -4.128 12.389 6.178
H -3.275 11.311 5.339
H -5.031 10.239 6.429
H -3.641 8.475 7.973
H -2.358 9.628 7.713
H -1.730 7.097 6.950
H -0.841 8.620 6.582
H -1.229 7.558 5.308
H -5.613 11.342 8.009
H -5.092 10.051 8.695
C 2.562 -3.157 -0.553
C 1.892 -1.730 -0.737
C 2.281 -0.597 0.175
O 1.385 0.525 0.408
C -0.035 0.314 0.633
N 2.037 -1.321 -2.138
H 3.595 -3.004 -0.241
H 2.520 -3.807 -1.427
H 2.151 -3.691 0.303
H 0.808 -1.847 -0.732
H 3.244 -0.112 0.018
H 2.477 -1.118 1.112
H -0.417 1.334 0.664
H -0.158 -0.083 1.641
H -0.419 -0.350 -0.141
H 3.020 -1.257 -2.362
H 1.805 -2.181 -2.614
C 8.520 -8.109 3.549
C 7.151 -8.814 3.712
C 6.074 -7.805 4.296
O 4.660 -8.267 4.527
C 4.636 -9.378 5.461
N 6.744 -9.363 2.450
H 8.538 -7.576 2.599
H 9.395 -8.740 3.393
H 8.729 -7.454 4.395
H 7.207 -9.560 4.504
H 6.133 -6.873 3.734
H 6.379 -7.570 5.315
H 3.717 -9.506 6.032
H 5.425 -9.221 6.197
H 4.782 -10.336 4.962
H 6.771 -8.590 1.800
H 5.833 -9.797 2.478
O 9.304 -2.640 -1.695
H 8.821 -3.258 -2.245
H 9.562 -3.152 -0.929
O 0.446 -0.055 -9.754
H 1.017 -0.057 -10.523
H 1.047 -0.073 -9.009
O 6.229 -1.232 -6.994
H 6.839 -1.664 -7.592
H 6.465 -0.306 -7.038
```

## Properties
SMILES: COC[C@H](C)N.COC[C@H](C)N.COC[C@H](C)N.COC[C@H](C)N.COC[C@H](C)N.COC[C@H](C)N.COC[C@H](C)N.COC[C@H](C)N.O.O.O
Energy, eV: -69141.2219
Maximum force, eV Å⁻¹: 3.4
Charge: 0
Gap between HOMO and LUMO, eV: 9.189

Here are the Mulliken charges for atoms 1 to 2, given in e: number 1, C, carries -1.406; number 2, C, carries 0.513

# 3
C32H96N15O6P5S as an isolated structure in a non-equilibrium geometry. Source: the OMol25 dataset; level of theory: wB97M-V/def2-TZVPD.

The geometry in XYZ format:
```
155
C32H96N15O6P5S, DFT wB97M-V/def2-TZVPD
O 4.763 -1.981 -3.103
P 4.885 -1.804 -1.629
N 3.678 -0.855 -0.923
C 2.783 -0.032 -1.768
C 3.085 -0.955 0.414
N 6.344 -0.959 -1.169
C 6.491 0.118 -0.131
C 7.609 -1.598 -1.610
N 4.706 -3.257 -0.586
C 3.509 -4.069 -0.605
C 5.645 -3.517 0.472
H 1.833 -0.536 -1.943
H 3.201 0.343 -2.702
H 2.484 0.860 -1.217
H 2.483 -1.863 0.403
H 2.504 -0.082 0.713
H 3.952 -1.212 1.023
H 5.674 0.821 0.034
H 6.825 -0.254 0.836
H 7.268 0.761 -0.545
H 7.572 -2.646 -1.908
H 7.920 -1.029 -2.486
H 8.407 -1.459 -0.880
H 3.317 -4.543 0.358
H 2.565 -3.620 -0.911
H 3.654 -4.929 -1.259
H 6.651 -3.229 0.169
H 5.598 -4.586 0.679
H 5.431 -2.850 1.308
O 0.577 6.308 -0.628
P -0.351 5.540 -1.517
N -0.871 4.142 -0.655
C 0.103 3.353 0.229
C -2.201 4.078 -0.090
N 0.441 4.977 -2.872
C 0.028 3.840 -3.665
C 1.528 5.777 -3.467
N -1.636 6.415 -2.262
C -1.926 7.739 -1.711
C -2.550 5.886 -3.240
H 0.576 4.006 0.963
H 0.645 2.742 -0.492
H -0.500 2.584 0.713
H -2.970 4.215 -0.850
H -2.153 4.880 0.647
H -2.491 3.174 0.445
H -0.740 3.218 -3.204
H -0.281 4.256 -4.623
H 0.839 3.186 -3.985
H 1.667 5.648 -4.540
H 1.266 6.835 -3.482
H 2.528 5.806 -3.033
H -2.101 8.433 -2.533
H -2.911 7.752 -1.243
H -1.181 8.267 -1.116
H -2.515 4.796 -3.256
H -2.243 6.210 -4.235
H -3.579 6.042 -2.918
O 6.072 -2.698 3.255
P 5.133 -1.804 3.989
N 5.321 -0.079 3.634
C 4.528 0.878 4.519
C 5.625 0.252 2.260
N 5.065 -2.056 5.647
C 4.565 -3.299 6.064
C 5.950 -1.313 6.558
N 3.485 -1.955 3.490
C 2.375 -1.308 4.175
C 3.159 -2.306 2.088
H 5.027 1.846 4.498
H 4.511 0.547 5.557
H 3.599 1.012 3.965
H 6.000 -0.599 1.691
H 6.393 1.024 2.303
H 4.738 0.546 1.698
H 3.565 -3.241 6.495
H 4.403 -4.023 5.265
H 5.360 -3.783 6.631
H 5.339 -1.082 7.431
H 6.745 -1.995 6.862
H 6.421 -0.486 6.027
H 2.435 -1.251 5.262
H 2.327 -0.311 3.736
H 1.461 -1.872 3.987
H 2.491 -3.157 1.958
H 4.082 -2.520 1.549
H 2.601 -1.471 1.665
O -3.491 -1.863 1.005
P -3.609 -3.286 0.571
N -3.843 -3.447 -1.158
C -4.457 -4.584 -1.955
C -3.352 -2.339 -1.988
N -5.094 -4.002 1.144
C -6.458 -3.706 0.676
C -4.943 -4.510 2.528
N -2.201 -4.274 0.991
C -2.201 -5.706 0.548
C -1.343 -3.862 2.196
H -3.652 -5.251 -2.263
H -5.041 -4.165 -2.775
H -5.091 -5.192 -1.309
H -4.108 -1.715 -2.463
H -2.562 -2.529 -2.714
H -2.951 -1.505 -1.411
H -7.089 -4.585 0.539
H -6.990 -2.978 1.288
H -6.444 -3.381 -0.364
H -5.842 -4.927 2.983
H -4.180 -5.282 2.429
H -4.663 -3.653 3.140
H -1.138 -5.764 0.313
H -2.604 -6.386 1.299
H -2.819 -5.804 -0.344
H -0.972 -2.856 2.001
H -0.425 -4.449 2.225
H -1.763 -3.903 3.201
O -5.719 3.515 -0.887
P -5.035 2.611 -1.825
N -4.205 1.250 -1.160
C -4.920 0.097 -0.627
C -2.939 1.561 -0.476
N -4.017 3.412 -2.925
C -2.981 2.817 -3.786
C -4.407 4.793 -3.283
N -6.039 1.610 -2.804
C -5.657 0.685 -3.814
C -7.428 1.492 -2.399
H -4.273 -0.776 -0.534
H -5.720 -0.203 -1.303
H -5.539 0.177 0.267
H -2.058 1.798 -1.072
H -2.575 0.696 0.079
H -3.119 2.354 0.250
H -3.393 2.500 -4.744
H -2.091 3.393 -4.041
H -2.435 2.012 -3.294
H -5.103 4.716 -4.118
H -4.677 5.369 -2.398
H -3.517 5.275 -3.689
H -4.730 0.925 -4.333
H -5.564 -0.291 -3.337
H -6.372 0.616 -4.634
H -8.073 2.126 -3.007
H -7.585 1.712 -1.344
H -7.783 0.471 -2.540
C 0.616 -1.727 1.748
S 0.500 -0.776 0.119
O 1.710 0.081 -0.163
C -0.750 0.461 0.592
H 0.649 -1.030 2.585
H 1.363 -2.513 1.858
H -0.368 -2.164 1.920
H -0.346 1.024 1.433
H -1.697 -0.023 0.833
H -1.007 1.218 -0.148
```

## Properties
Energy, eV: -126632.6042
Maximum force, eV Å⁻¹: 13.5
Charge: 0
Gap between HOMO and LUMO, eV: 7.914

Here are the Mulliken charges for atoms 1 to 2, given in e: number 1, O, carries -0.825; number 2, P, carries 0.494

LUMO level per entry: -1.06, 0.29, 0.31 eV